Entry 1:
Here is the molecule C5H8S3 at a distorted geometry from OMol25. Energies are from ωB97M-V with the def2-TZVPD basis set.

XYZ file:
```
16
Properties=species:S:1:pos:R:3
S -1.431 1.568 -0.372
S -1.447 -1.561 -0.365
S 2.689 -0.002 0.027
C 1.180 -0.756 -0.655
C -2.050 0.038 0.293
C 0.252 -1.527 0.227
C 1.185 0.743 -0.657
C 0.283 1.530 0.239
H 0.630 2.570 0.226
H 1.333 1.189 -1.608
H 0.278 1.176 1.269
H -1.923 0.014 1.332
H 0.252 -1.167 1.255
H -3.129 -0.027 0.121
H 0.618 -2.546 0.299
H 1.279 -1.242 -1.631
```

Calculated values
* structure (SMILES): C1SC[C@@H]2S[C@@H]2CS1
* relative energy (zero: lowest compared OMol25 entry of this formula, charge and spin): 0.1058 eV
* energy: -37820.0622 eV
* gap between HOMO and LUMO: 9.51 eV
* lowest unoccupied orbital energy: 0.74 eV
* strongest force on any atom: 0.032 Eh/bohr
* HOMO level: -8.771 eV

Mulliken charges in e:
1. S -0.0625
2. S -0.0548
3. S -0.1593
4. C -0.0978
5. C -0.6232
6. C -0.9572
7. C -0.1700
8. C -0.9077
9. H 0.3564
10. H 0.4665
11. H 0.3692
12. H 0.3660
13. H 0.3622
14. H 0.3215
15. H 0.3748
16. H 0.4157

=====

Entry 2:
Here is a structure of composition C3H28NO11 at a distorted geometry from OMol25. Energies are from ωB97M-V with the def2-TZVPD basis set.

XYZ file:
```
43
Properties=species:S:1:pos:R:3
O 0.452 -3.339 2.171
O -0.087 -0.162 1.976
O -1.817 0.129 -1.870
O 2.518 -2.181 -2.117
O 0.863 0.022 -1.432
O -2.638 0.241 1.925
O 0.069 -0.794 -4.408
O -1.774 1.609 0.077
O -2.426 -2.688 1.923
O -2.047 -2.486 -0.841
O 0.242 1.221 4.248
N 2.563 1.559 0.072
C 1.379 1.168 -2.125
C 1.651 2.252 -0.998
C 2.192 1.868 1.463
H 2.282 0.704 -2.672
H -1.015 -0.610 2.098
H 2.561 -1.504 -1.513
H -1.686 0.831 -0.963
H 0.550 1.529 -2.794
H -0.365 -3.705 2.291
H -0.280 0.637 1.349
H -0.011 0.063 -1.316
H -1.978 0.723 -2.550
H -2.344 -1.426 -1.009
H -1.388 -2.422 -1.600
H 2.491 0.595 -0.002
H 0.733 2.773 -0.611
H 0.092 -2.479 1.757
H 2.785 1.182 1.979
H 1.684 -2.317 -2.685
H -0.175 0.538 3.768
H 0.719 -0.260 -3.858
H -2.116 -2.457 1.050
H -2.577 2.006 -0.172
H -2.593 1.138 2.329
H 1.267 1.192 4.038
H 2.346 2.953 -1.549
H -2.853 -2.049 2.255
H -0.518 -1.292 -3.757
H -2.386 0.552 0.955
H 1.107 1.639 1.426
H 2.528 3.049 1.691
```

Calculated values
* relative energy (zero: lowest compared OMol25 entry of this formula, charge and spin): 4.2925 eV
* energy: -27576.3380 eV
* gap between HOMO and LUMO: 8.88 eV
* lowest unoccupied orbital energy: 2.79 eV
* charge: -1
* strongest force on any atom: 0.196 Eh/bohr
* HOMO level: -6.090 eV

Mulliken charges in e:
1. O -0.6613
2. O -0.6776
3. O -0.8037
4. O -0.6407
5. O -0.1536
6. O -0.8044
7. O -0.6672
8. O -1.0317
9. O -0.5993
10. O -0.7949
11. O -0.6674
12. N -0.5201
13. C -0.6261
14. C -0.4971
15. C -0.6508
16. H 0.3438
17. H 0.4269
18. H 0.3215
19. H 0.4235
20. H 0.4007
21. H 0.3380
22. H 0.3599
23. H 0.0896
24. H 0.2086
25. H 0.4748
26. H 0.2699
27. H 0.3197
28. H 0.2648
29. H 0.2927
30. H 0.4842
31. H 0.3088
32. H 0.3857
33. H 0.3349
34. H 0.3833
35. H 0.2440
36. H 0.2714
37. H 0.3023
38. H 0.3327
39. H 0.2315
40. H 0.3040
41. H 0.4923
42. H 0.0203
43. H 0.1661

=====

Entry 3:
Here is the molecule C6H14S2 at a distorted geometry from OMol25. Energies are from ωB97M-V with the def2-TZVPD basis set.

XYZ file:
```
22
Properties=species:S:1:pos:R:3
S 0.932 -0.890 1.270
S 0.352 -1.827 -0.376
C -0.090 0.561 -1.850
C -1.764 2.184 1.537
C -0.384 1.580 1.749
C -0.037 1.303 -3.170
C 0.685 -0.792 -1.882
C -0.501 0.037 1.946
H -1.077 0.150 -1.610
H -2.494 1.667 2.167
H -1.028 1.653 -3.449
H 0.263 1.811 0.895
H 0.214 2.034 2.532
H -2.210 2.172 0.540
H -0.470 -0.112 3.027
H -1.461 -0.306 1.572
H 0.571 2.217 -3.106
H 0.518 0.826 -3.984
H 0.307 -1.445 -2.662
H -1.773 3.234 1.835
H 1.749 -0.573 -1.975
H 0.328 1.140 -1.037
```

Calculated values
* structure (SMILES): CCCSSCCC
* relative energy (zero: lowest compared OMol25 entry of this formula, charge and spin): 0.4876 eV
* energy: -28119.2157 eV
* gap between HOMO and LUMO: 9.59 eV
* lowest unoccupied orbital energy: 0.91 eV
* strongest force on any atom: 0.045 Eh/bohr
* HOMO level: -8.679 eV

Mulliken charges in e:
1. S -0.1094
2. S -0.0912
3. C 0.3270
4. C -1.2627
5. C -0.1697
6. C -1.2284
7. C -0.8878
8. C -0.8095
9. H 0.3384
10. H 0.3570
11. H 0.2952
12. H 0.1490
13. H 0.4060
14. H 0.2928
15. H 0.3924
16. H 0.4131
17. H 0.3513
18. H 0.3319
19. H 0.4052
20. H 0.3548
21. H 0.3777
22. H -0.2333

=====

Entry 4:
Here is the molecule C6H11NO2 at a distorted geometry from OMol25. Energies are from ωB97M-V with the def2-TZVPD basis set.

XYZ file:
```
20
Properties=species:S:1:pos:R:3
O 2.327 -0.351 -0.066
O -2.110 1.096 0.395
N -1.481 -0.828 -2.158
C 0.536 0.423 1.989
C -0.113 -0.311 0.833
C -0.208 1.269 -1.352
C -0.883 0.559 -0.092
C -0.845 -0.003 -1.427
C 1.145 -1.120 -0.073
H 2.950 -0.735 -0.703
H -0.237 0.861 2.631
H -2.869 0.720 -0.083
H 0.868 1.323 -1.437
H 0.961 -1.542 -1.062
H 1.184 1.232 1.643
H -2.170 -1.351 -1.611
H 1.142 -0.258 2.594
H -0.742 2.104 -1.787
H -0.772 -1.109 1.189
H 1.316 -1.980 0.578
```

Calculated values
* structure (SMILES): [H]/N=C1/C[C@]1(O)[C@H](C)CO
* relative energy (zero: lowest compared OMol25 entry of this formula, charge and spin): 4.0964 eV
* energy: -11982.1719 eV
* gap between HOMO and LUMO: 9.79 eV
* lowest unoccupied orbital energy: 0.70 eV
* strongest force on any atom: 0.072 Eh/bohr
* HOMO level: -9.089 eV

Mulliken charges in e:
1. O -0.5326
2. O -0.5548
3. N -0.7722
4. C -1.4949
5. C 0.5660
6. C -0.6317
7. C 0.2529
8. C 0.2601
9. C -0.9104
10. H 0.3126
11. H 0.4028
12. H 0.3719
13. H 0.2103
14. H 0.5505
15. H 0.3305
16. H 0.2534
17. H 0.3836
18. H 0.2894
19. H 0.2872
20. H 0.4255

=====

Entry 5:
Here is a structure of composition H3N4O2 at a distorted geometry from OMol25. Energies are from ωB97M-V with the def2-TZVPD basis set.

XYZ file:
```
9
Properties=species:S:1:pos:R:3
O -3.330 0.989 -0.690
O -2.091 1.297 1.092
N 0.022 1.124 -0.298
N -1.148 1.134 -0.927
N 0.695 -0.582 -0.074
N -2.228 1.166 -0.145
H -0.251 -0.976 -0.426
H 1.496 -0.803 -0.789
H -0.184 1.107 0.709
```

Calculated values
* relative energy (zero: lowest compared OMol25 entry of this formula, charge and spin): 1.0823 eV
* energy: -10099.3318 eV
* gap between HOMO and LUMO: 8.05 eV
* lowest unoccupied orbital energy: 4.61 eV
* charge: -1
* strongest force on any atom: 0.054 Eh/bohr
* HOMO level: -3.440 eV

Mulliken charges in e:
1. O -0.7209
2. O -0.7270
3. N -0.3064
4. N -0.5767
5. N -0.6333
6. N 1.1956
7. H 0.2357
8. H 0.1942
9. H 0.3389

=====

Entry 6:
Here is a cluster of 2 separate species, C4H12N4 in total at a distorted geometry from OMol25. Energies are from ωB97M-V with the def2-TZVPD basis set.

XYZ file:
```
20
Properties=species:S:1:pos:R:3
N 0.931 1.289 -1.389
N 1.320 -0.864 -2.022
N 0.849 0.680 1.322
N -1.729 -0.028 -0.099
C -2.003 1.270 0.496
C 0.604 -0.308 0.566
C 1.038 -0.038 -1.089
C 0.883 -1.742 0.932
H 1.189 0.432 2.248
H 1.325 1.595 -2.266
H -2.413 1.134 1.496
H -1.230 -0.915 -0.291
H -2.033 -0.016 -1.079
H -1.121 1.908 0.616
H 0.569 -1.943 1.959
H 1.944 -1.967 0.825
H 1.209 -1.838 -1.761
H 0.350 -2.408 0.254
H -2.696 1.844 -0.116
H 1.014 1.915 -0.603
```

Calculated values
* structure (SMILES): [H]/N=C(C)/C(N)=N\[H].CN
* relative energy (zero: lowest compared OMol25 entry of this formula, charge and spin): 3.1597 eV
* energy: -10300.1119 eV
* gap between HOMO and LUMO: 9.29 eV
* lowest unoccupied orbital energy: 0.85 eV
* strongest force on any atom: 0.099 Eh/bohr
* HOMO level: -8.440 eV

Mulliken charges in e:
1. N -0.3718
2. N -0.8433
3. N -0.7373
4. N -0.5292
5. C -0.7325
6. C 0.7463
7. C 0.4825
8. C -1.4317
9. H 0.2191
10. H 0.2653
11. H 0.2503
12. H 0.3123
13. H 0.2312
14. H 0.2243
15. H 0.4246
16. H 0.3620
17. H 0.2329
18. H 0.3379
19. H 0.3152
20. H 0.2418

=====

Q: The lowest strongest force on any atom belongs to which entry?
A: C5H8S3